(1)
Computed, not measured: a single C17H15F6N5O molecule in a non-equilibrium geometry, with the ωB97M-V functional and the def2-TZVPD basis.

Atoms and positions in Å:
O  0.30101  0.58532  2.03836
C  0.38627  1.31662  0.98922
N  1.47974  2.17608  0.61937
C  1.59252  2.69127  -0.66053
H  2.27991  3.35381  -0.61108
C  2.06946  1.59889  -1.57538
N  2.58065  0.42926  -0.72493
C  1.83624  -0.52097  -0.87080
N  0.58384  -0.40875  -1.37685
C  -0.20236  -1.45266  -1.17849
C  -0.04963  -2.37914  -0.45948
C  1.19202  -2.66652  -0.10688
C  2.27665  -1.95179  -0.28024
C  3.68246  -2.03670  0.24558
F  3.86604  -3.46413  0.02096
F  3.93097  -1.79910  1.59347
F  4.62142  -1.73621  -0.54693
H  1.53699  -3.74547  0.55111
H  -0.64537  -3.22348  -0.41371
H  -1.22368  -1.17307  -1.53003
C  3.44645  1.04302  0.10746
H  3.96534  0.36485  0.81988
C  2.57965  1.83308  1.31539
H  3.00059  2.66371  1.84120
H  2.36280  1.19957  1.83308
H  4.27147  1.79335  -0.24595
H  1.36996  1.12615  -2.30538
H  2.97485  2.29323  -2.23816
H  0.54910  3.14278  -0.91337
N  -0.86291  1.48522  0.29318
C  -2.07244  0.94462  0.23580
N  -2.94115  1.10274  -0.84606
C  -4.04887  0.56902  -0.76158
C  -4.51803  -0.53270  0.13591
C  -3.66995  -0.78030  1.21733
C  -2.37287  0.11783  1.32730
H  -1.69191  -0.28145  1.91312
H  -3.93645  -1.41266  2.22824
C  -5.83292  -1.05576  0.04587
F  -6.51949  -1.19068  1.31142
F  -5.61224  -2.39008  -0.39141
F  -6.83593  -0.34632  -0.47760
H  -4.80780  0.76354  -1.58614
H  -0.89243  1.95402  -0.58226

The structure (SMILES) is O=C(Nc1ccc(C(F)(F)F)cn1)N1CCN(c2ncccc2C(F)(F)F)CC1. For the gap between HOMO and LUMO, the calculation gives 8.875 eV. The value obtained for the energy is -43663.21801 eV. Its spin multiplicity is 1.

(2)
Computed, not measured: a single C5H7N molecule, with the ωB97M-V functional and the def2-TZVPD basis.

Atoms and positions in Å:
C  2.11168  -0.05414  0.40250
C  0.76589  0.08797  0.29177
C  -0.15338  1.16337  0.22714
C  -1.39902  0.66564  -0.32745
C  -1.32029  -0.79052  -0.19917
N  -0.07864  -1.08008  0.08524
H  2.59605  -1.02436  0.41112
H  -1.34979  0.39713  -1.46633
H  2.72727  0.83607  0.44657
H  0.08378  2.19755  0.42781
H  -2.34694  1.18500  -0.18326
H  -2.07815  -1.52313  -0.43853
H  0.31655  -2.00800  0.00677

For the gap between HOMO and LUMO, the calculation gives 6.245 eV. The value obtained for the energy is -6785.07225 eV. Its spin multiplicity is 1.

(3)
Computed, not measured: a gas-phase ion, C3H6Br2NO (charge +1) in a non-equilibrium geometry, with the ωB97M-V functional and the def2-TZVPD basis.

Atoms and positions in Å:
C  -1.19266  -0.76625  0.52610
C  0.36128  -0.22105  -1.41787
C  -0.21015  0.34354  0.09469
N  0.98245  0.37210  0.97948
O  -0.92100  -1.51934  1.39224
Br  -2.82600  -0.77083  -0.47721
Br  -1.06326  2.15362  -0.03592
H  0.72249  0.71293  -1.91110
H  -0.54674  -0.71969  -1.93771
H  1.04284  -0.86401  -1.05087
H  1.82196  0.31069  0.45951
H  1.06834  1.17936  1.62016
H  0.76046  -0.21106  1.75849

The structure (SMILES) is C[C@@]([NH3+])(Br)C(=O)Br. For the gap between HOMO and LUMO, the calculation gives 10.266 eV. The value obtained for the energy is -146822.41400 eV. As for the charge: +1. Its spin multiplicity is 1.

(4)
Computed, not measured: 2 unconnected molecules or ions with the total composition C4H16N3O in a non-equilibrium geometry, with the ωB97M-V functional and the def2-TZVPD basis.

Atoms and positions in Å:
N  2.58466  0.75429  0.77501
C  1.59444  1.93812  0.61978
C  0.40487  1.65722  -0.33958
N  -0.34322  0.47521  0.08007
C  -1.66095  0.34019  -0.42708
C  -2.37327  -0.93184  0.14584
N  -1.92189  -2.11500  -0.61281
H  3.48018  0.97660  0.33369
H  2.21418  -0.12656  0.40827
H  2.75147  0.60042  1.76897
H  2.16365  2.80216  0.27277
H  1.24371  2.16552  1.62665
H  0.81273  1.58870  -1.36021
H  -0.30331  2.48721  -0.32790
H  0.25309  -0.35948  -0.00854
H  -2.33766  1.18633  -0.28249
H  -1.62928  0.26305  -1.52397
H  -3.45379  -0.82569  0.23111
H  -1.92551  -1.07104  1.14146
H  -2.16441  -2.93035  -0.05192
H  -2.53077  -2.23325  -1.42012
H  0.24678  -2.39104  -0.18028
H  1.77643  -2.30197  -0.73059
O  1.11786  -1.94878  -0.13814

As for the expectation value of S²: 0.754. For the gap between HOMO and LUMO (alpha / beta), the calculation gives 10.675 / 5.880 eV. The value obtained for the energy is -10906.89792 eV. As for the charge: +2. Its spin multiplicity is 2.